No. 1
{
  "formula": "C25H40GeN2OPtS3",
  "method": "ωB97M-V/def2-TZVPD",
  "species": ["Pt", "N", "C", "C", "C", "C", "N", "H", "H", "H", "H", "H", "H", "H", "H", "H", "H", "H", "H", "C", "C", "C", "C", "Ge", "C", "C", "C", "C", "H", "H", "H", "H", "H", "H", "H", "H", "H", "H", "H", "H", "H", "H", "H", "H", "H", "H", "H", "O", "C", "C", "C", "C", "C", "S", "C", "C", "C", "C", "S", "C", "C", "C", "C", "S", "H", "H", "H", "H", "H", "H", "H", "H", "H"],
  "xyz": [[0.5872, 0.2736, 1.0479], [1.8353, 1.9000, 1.4012], [1.5169, 3.0699, 2.3192], [1.7527, 2.7489, 3.7875], [0.6365, 2.0014, 4.5105], [0.4006, 0.5436, 4.1388], [-0.5043, 0.4318, 2.9353], [2.6410, 1.4226, 1.8154], [2.1870, 2.2724, 0.5215], [0.4922, 3.3927, 2.1364], [2.1906, 3.8666, 1.9984], [1.8843, 3.7120, 4.2845], [2.7151, 2.2378, 3.9034], [-0.3009, 2.5548, 4.3741], [0.8316, 2.0424, 5.5821], [-0.0639, 0.0195, 4.9730], [1.3299, 0.0204, 3.8992], [-1.1978, 1.1720, 3.0203], [-1.0237, -0.4419, 2.9856], [0.1906, 0.8442, -5.0655], [-0.5906, 1.2545, -3.8248], [-0.7548, 0.0958, -2.8452], [-1.5843, 0.4573, -1.5905], [-0.5044, 1.6857, -0.5413], [-0.1798, 3.5977, -0.7182], [-1.4857, 4.4195, -0.5912], [-2.4792, 4.1943, -1.7256], [-3.6610, 5.1532, -1.6289], [0.3820, 1.7003, -5.7094], [-0.3716, 0.1135, -5.6475], [1.1557, 0.4073, -4.8008], [-1.5800, 1.6250, -4.1049], [-0.0784, 2.0966, -3.3343], [0.2295, -0.2967, -2.5609], [-1.2829, -0.7293, -3.3310], [-1.8547, -0.4126, -0.9915], [-2.5002, 0.9892, -1.8580], [1.4205, 0.0147, -0.2508], [0.2312, 3.6927, -1.7310], [0.5883, 3.9248, -0.0219], [-1.1632, 5.4643, -0.5860], [-1.9596, 4.2509, 0.3806], [-2.8505, 3.1603, -1.7103], [-1.9646, 4.3284, -2.6819], [-4.1455, 5.0852, -0.6541], [-4.4076, 4.9299, -2.3884], [-3.3316, 6.1815, -1.7781], [0.3211, -1.7155, 1.3938], [0.6804, -2.7501, 0.5577], [-0.4520, -3.6381, 0.0581], [-1.8486, -3.5185, 0.4462], [-2.6952, -4.2891, -0.2847], [-2.0041, -5.0350, -1.2661], [-0.3663, -4.7779, -1.3248], [1.8387, -2.5410, -0.3419], [1.8456, -2.4169, -1.7059], [3.1477, -2.1927, -2.2216], [4.0948, -2.1591, -1.2406], [3.4287, -2.3975, 0.3146], [0.5704, -4.0849, 1.2620], [1.3699, -5.2692, 0.9920], [1.2852, -6.2170, 1.9622], [0.4487, -5.8037, 3.0224], [-0.2154, -4.2939, 2.8563], [-2.1579, -2.8517, 1.2396], [-3.7679, -4.3407, -0.1648], [-2.4632, -5.7319, -1.9605], [0.9614, -2.4701, -2.3267], [3.3763, -2.0766, -3.2708], [5.1602, -2.0186, -1.3446], [2.0077, -5.3349, 0.1189], [1.8096, -7.1622, 1.9679], [0.2467, -6.3817, 3.9187]],
  "lowdin_charge": [1.06, -0.11, -0.18, -0.16, -0.17, -0.19, -0.10, 0.12, 0.09, 0.11, 0.14, 0.14, 0.13, 0.13, 0.14, 0.13, 0.12, 0.11, 0.09, -0.07, -0.27, -0.28, -0.29, 1.18, -0.28, -0.25, -0.28, -0.07, 0.09, 0.09, 0.08, 0.13, 0.09, 0.08, 0.13, 0.06, 0.08, 0.00, 0.09, 0.05, 0.14, 0.12, 0.08, 0.12, 0.09, 0.09, 0.09, -0.32, -0.53, -0.43, -0.03, -0.04, -0.22, 1.26, -0.56, -0.14, -0.12, -0.33, 1.10, -0.45, -0.03, -0.03, -0.23, 1.24, 0.14, 0.15, 0.13, 0.10, 0.13, 0.10, 0.15, 0.15, 0.13],
  "total_charge": 4,
  "e_homo_ha": -0.7185,
  "total_energy_ev": -123827.085,
  "gap_ev": 6.180,
  "relative_energy_kcal_mol": 16.4
}

***

No. 2
{
  "formula": "C25H41As3IrN4S2",
  "method": "ωB97M-V/def2-TZVPD",
  "species": ["Ir", "C", "As", "C", "C", "C", "C", "C", "As", "C", "C", "C", "As", "C", "C", "H", "H", "H", "H", "H", "H", "H", "H", "H", "H", "H", "H", "H", "H", "H", "H", "H", "H", "H", "H", "H", "H", "H", "H", "H", "H", "H", "S", "C", "C", "C", "C", "N", "C", "C", "C", "S", "C", "N", "H", "H", "C", "C", "N", "C", "C", "N", "C", "C", "H", "H", "H", "H", "H", "H", "H", "H", "H", "H", "H", "H"],
  "xyz": [[-0.7038, -0.0075, 0.1185], [-3.2366, -1.4524, -1.9877], [-1.9982, -1.8340, -0.5661], [-1.0445, -3.3563, -1.2387], [-3.0292, -2.6796, 0.8468], [-3.9340, -1.8358, 1.7570], [-4.9037, -1.0100, 0.9015], [-3.1321, -0.9310, 2.6975], [-2.2515, 0.6490, 1.9867], [-3.6232, 1.9501, 1.5765], [-1.6335, 1.3349, 3.6902], [-4.7863, -2.7939, 2.6125], [-4.0866, -4.0832, 3.9672], [-3.9603, -2.8808, 5.5112], [-2.1510, -4.2809, 3.6719], [-3.9685, -2.2587, -2.0189], [-2.6753, -1.4259, -2.9203], [-3.7341, -0.4972, -1.8539], [-1.7913, -4.1209, -1.4509], [-0.3301, -3.7189, -0.5039], [-0.5161, -3.0946, -2.1540], [-2.2977, -3.2356, 1.4346], [-3.6452, -3.4147, 0.3194], [-4.3752, -0.3136, 0.2479], [-5.5829, -0.4325, 1.5301], [-5.5094, -1.6615, 0.2695], [-2.3257, -1.4990, 3.1668], [-3.7752, -0.5772, 3.5080], [-4.4494, 1.8372, 2.2760], [-3.9804, 1.8425, 0.5573], [-3.1883, 2.9428, 1.6863], [-2.5091, 1.4306, 4.3305], [-1.1750, 2.3171, 3.5825], [-0.9245, 0.6497, 4.1519], [-5.3805, -3.4159, 1.9392], [-5.5010, -2.1993, 3.1889], [-4.9283, -2.4170, 5.6965], [-3.2015, -2.1061, 5.3879], [-3.6996, -3.4824, 6.3805], [-1.9517, -4.9591, 2.8433], [-1.7759, -4.7474, 4.5828], [-1.6068, -3.3464, 3.5261], [-0.5241, 0.8105, -1.9100], [0.9200, 0.1720, -2.6711], [1.2092, 0.4259, -4.0141], [2.3853, -0.0517, -4.5547], [2.6732, 0.1840, -5.9455], [2.8905, 0.3652, -7.0579], [3.2894, -0.7804, -3.7476], [2.9780, -1.0486, -2.4301], [1.7745, -0.5770, -1.9003], [1.2816, -0.9205, -0.2574], [4.5341, -1.2647, -4.2853], [5.5255, -1.6740, -4.6941], [0.5153, 0.9828, -4.6311], [3.6629, -1.6259, -1.8218], [3.3319, 2.3816, 0.6634], [4.2690, 3.1734, 1.7349], [3.4705, 3.3730, 2.9029], [2.3302, 4.1937, 2.6490], [1.4014, 3.3857, 1.5870], [2.0643, 2.1530, 1.2857], [2.1905, 1.3340, 2.4544], [3.1171, 2.1338, 3.5203], [3.7974, 1.4342, 0.3989], [3.2087, 2.9907, -0.2294], [4.5821, 4.1270, 1.3168], [5.1431, 2.5721, 1.9719], [2.6341, 5.1466, 2.2223], [1.7769, 4.3685, 3.5690], [1.2764, 3.9804, 0.6847], [0.4257, 3.1865, 2.0254], [2.6543, 0.3839, 2.2005], [1.2072, 1.1519, 2.8848], [4.0095, 1.5526, 3.7392], [2.5625, 2.3097, 4.4393]],
  "lowdin_charge": [0.23, -0.25, 0.99, -0.24, -0.30, -0.66, -0.07, -0.35, 1.01, -0.26, -0.27, -0.37, 1.16, -0.34, -0.36, 0.06, 0.04, 0.03, 0.06, 0.04, 0.05, 0.05, 0.11, 0.03, 0.10, 0.10, 0.06, 0.09, 0.05, 0.03, 0.04, 0.05, 0.02, 0.03, 0.07, 0.08, 0.02, 0.01, 0.02, 0.02, 0.03, 0.00, 0.62, -0.65, -0.03, -0.16, -0.15, 0.21, -0.16, -0.03, -0.66, 0.60, -0.16, 0.21, 0.13, 0.13, -0.07, -0.05, -0.10, -0.06, -0.07, -0.14, -0.11, -0.06, 0.13, 0.14, 0.14, 0.14, 0.14, 0.14, 0.14, 0.11, 0.11, 0.10, 0.14, 0.14],
  "total_charge": 2,
  "multiplicity": 2,
  "e_homo_ha": [-0.4762, -0.4762],
  "total_energy_ev": -239559.910,
  "gap_ev": [5.693, 4.448],
  "relative_energy_kcal_mol": 0.0,
  "s2": 0.76
}

***

No. 3
{
  "formula": "C25H41BBr4N3O11P3S",
  "method": "ωB97M-V/def2-TZVPD",
  "species": ["C", "C", "O", "C", "C", "O", "C", "C", "O", "C", "C", "C", "B", "O", "O", "C", "C", "C", "C", "C", "C", "N", "S", "C", "C", "P", "O", "O", "O", "C", "C", "C", "N", "C", "N", "P", "P", "O", "O", "O", "H", "H", "H", "H", "H", "H", "H", "H", "H", "H", "H", "H", "H", "H", "H", "H", "H", "H", "H", "H", "H", "H", "H", "H", "H", "H", "H", "H", "H", "H", "H", "H", "H", "Br", "C", "C", "Br", "H", "H", "H", "H", "Br", "C", "C", "Br", "H", "H", "H", "H"],
  "xyz": [[-4.7152, 1.8334, -7.3646], [-3.3337, 0.9730, -7.2600], [-2.3110, 1.6856, -6.5276], [-0.9865, 1.4652, -7.0576], [-0.0022, 0.6420, -6.0917], [1.2479, 1.3620, -6.0033], [2.2679, 0.5623, -5.3111], [2.2637, 1.0420, -3.7819], [3.5185, 0.8843, -3.0873], [3.6664, -0.4303, -2.5113], [2.6753, -0.7077, -1.2695], [1.4384, -1.6386, -1.4299], [1.0702, -2.4200, -2.8272], [-0.1077, -1.9999, -3.5313], [1.8330, -3.5196, -3.3550], [2.0066, -4.5834, -2.3848], [0.6949, -5.4654, -2.1224], [0.4236, -1.8999, -0.2506], [0.7195, -1.1614, 1.0736], [1.9884, -0.2441, 1.2414], [2.9970, 0.0075, 0.0880], [4.1450, 0.8670, 0.3168], [2.1330, 0.5661, 2.9499], [0.3302, 0.9722, 3.2702], [-0.0470, 2.3234, 3.9196], [1.2260, 3.6276, 4.4432], [1.6215, 4.3652, 3.1387], [0.4618, 4.7943, 5.4477], [2.5990, 2.9705, 5.1996], [-1.5389, 2.7036, 4.1535], [-2.6100, 1.6519, 3.6805], [-2.1941, 0.2848, 3.0335], [-3.2680, -0.6120, 2.5963], [-0.7140, -0.1144, 2.8096], [-0.1825, -1.3201, 2.2044], [-0.9958, -2.8256, 2.4095], [-1.5637, -3.2318, 4.5100], [-3.0853, -2.9455, 4.6139], [-0.6385, -2.3611, 5.6387], [-1.3817, -4.9414, 4.6951], [-4.8679, 2.5324, -6.4794], [-5.5665, 1.0551, -7.3739], [-4.7916, 2.3749, -8.3794], [-3.6143, 0.0460, -6.6311], [-3.0612, 0.7024, -8.3331], [-0.5090, 2.5131, -7.1801], [-0.9507, 0.9865, -8.0923], [0.1653, -0.3941, -6.5850], [-0.5396, 0.5144, -5.0907], [2.0125, -0.5384, -5.4720], [3.2542, 0.8098, -5.8565], [2.0481, 2.1773, -3.8021], [1.3611, 0.5640, -3.2725], [4.7287, -0.4596, -2.0533], [3.6458, -1.2556, -3.2995], [0.0157, -2.2953, -4.4621], [2.7916, -5.3017, -2.8353], [2.4724, -4.2017, -1.4000], [0.4613, -6.1161, -3.0317], [-0.2233, -4.8740, -1.7954], [0.9480, -6.1912, -1.2572], [-0.4750, -2.5855, -0.3644], [4.0018, 1.5013, 1.1128], [4.4593, 1.3518, -0.5321], [0.4723, 4.3653, 6.3437], [2.3479, 2.1080, 5.6019], [-1.8315, 3.7564, 4.6282], [-3.7225, 1.8874, 3.7928], [-4.1098, -0.0140, 2.5203], [-3.0517, -0.8656, 1.6088], [-0.0143, -3.8677, 2.1406], [-1.1131, -2.5060, 6.4999], [-2.1107, -5.3997, 4.2105], [-3.6742, 4.2814, 4.3949], [-5.1380, 5.4462, 3.8381], [-4.9944, 6.8281, 4.4269], [-5.5138, 6.8536, 6.3053], [-6.0661, 4.9503, 4.1239], [-5.0715, 5.4836, 2.7492], [-5.6718, 7.5283, 3.9354], [-3.9772, 7.2161, 4.3728], [3.0669, -3.2240, 5.8639], [3.9706, -3.7012, 4.2041], [4.7237, -2.5260, 3.6345], [3.5028, -1.2617, 2.7688], [3.2092, -4.0940, 3.5291], [4.6580, -4.5041, 4.4754], [5.4061, -2.8513, 2.8463], [5.2845, -1.9671, 4.3845]],
  "lowdin_charge": [-0.09, -0.26, -0.18, -0.18, -0.19, -0.19, -0.15, -0.16, -0.17, -0.16, -0.03, 0.00, -0.54, 0.11, -0.01, -0.24, -0.08, 0.02, -0.23, -0.48, -0.22, 0.08, 0.67, -0.31, -0.23, 0.62, -0.35, -0.19, -0.19, -0.18, -0.07, -0.17, 0.03, -0.18, -0.36, 0.86, 0.44, -0.42, -0.23, -0.26, 0.08, 0.07, 0.07, 0.12, 0.12, 0.14, 0.12, 0.13, 0.14, 0.12, 0.14, 0.15, 0.13, 0.14, 0.13, 0.11, 0.13, 0.13, 0.09, 0.08, 0.09, 0.08, 0.08, 0.09, 0.08, 0.07, -0.07, 0.03, 0.09, 0.08, -0.05, 0.09, 0.07, 0.91, -0.63, -0.69, 0.60, 0.05, 0.06, 0.06, 0.05, 0.61, -0.69, -0.60, 0.85, 0.05, 0.06, 0.06, 0.05],
  "total_charge": 0,
  "e_homo_ha": -0.2718,
  "total_energy_ev": -373122.086,
  "gap_ev": 7.171
}